Entry 1:
Here is a molecular structure, C25H20BrCl5F5N2O4TeV from the OMol25 dataset. Energies are from ωB97M-V/def2-TZVPD.

```
! wB97M-V def2-TZVPD RIJCOSX def2/J DEFGRID3
* xyz -2 3
V -0.4177 -0.9134 -1.4657
O 5.3424 -1.5058 -0.3212
C 4.9068 -1.5981 -1.6107
C 5.8452 -1.7589 -2.6221
C 5.4240 -1.7683 -3.9446
C 4.0809 -1.5978 -4.2522
C 3.1516 -1.4650 -3.2278
C 3.5467 -1.5062 -1.9028
C 2.5616 -1.4374 -0.7457
O 1.2626 -1.5903 -1.1195
N 2.8436 -0.1888 -0.0383
N 2.0099 -0.0313 1.0455
C 1.5785 1.1498 1.2444
C 0.6928 1.4983 2.3536
Br 0.0435 0.0734 3.4195
C 0.3255 2.7587 2.5724
C -0.6543 3.2263 3.5777
C -0.2599 4.0172 4.6521
C -1.1896 4.4535 5.5870
C -2.5264 4.1128 5.4432
C -2.9276 3.3425 4.3587
C -2.0016 2.9000 3.4270
H 4.6330 -1.0452 0.1741
H 6.8913 -1.8415 -2.3556
H 6.1546 -1.8800 -4.7377
H 3.7549 -1.5647 -5.2842
H 2.1019 -1.3164 -3.4417
H 2.8229 -2.2432 -0.0396
H 2.7250 0.5692 -0.7196
H 1.8244 1.9786 0.5744
H 0.7316 3.5007 1.8902
H 0.7860 4.2799 4.7612
H -0.8676 5.0570 6.4279
H -3.2543 4.4535 6.1705
H -3.9728 3.0889 4.2294
H -2.2997 2.3385 2.5519
Cl -0.0501 -3.1997 0.9830
C -1.4154 -2.1406 1.2115
C -1.7264 -1.1757 0.2500
C -2.9112 -0.4758 0.4984
Cl -3.5261 0.6745 -0.6455
C -3.6853 -0.6644 1.6469
Cl -5.1382 0.2414 1.9165
C -3.2957 -1.5953 2.6012
Cl -4.2268 -1.8222 4.0428
C -2.1557 -2.3521 2.3744
Cl -1.6767 -3.5238 3.5577
F 1.3864 0.9507 -1.9125
Te -0.4611 2.1274 -1.4450
F -0.0203 2.5268 -3.2664
F 0.6084 3.7152 -1.1690
F -1.3326 2.8497 0.3428
F -2.0476 2.9933 -2.0730
O -1.2060 0.2014 -2.4888
C -3.6003 -2.7696 -2.8795
O -2.5132 -2.9288 -1.9814
C -1.2875 -2.4788 -2.3820
C -0.9927 -2.6111 -3.8449
H -4.5018 -3.0185 -2.3210
H -3.5243 -3.4320 -3.7478
H -3.6660 -1.7322 -3.2178
H -1.3154 -3.5770 -4.2524
H 0.0823 -2.5215 -4.0070
H -1.4703 -1.8075 -4.4227
*
```

## Properties
**<S²>**: 2.02
**HOMO-LUMO gap (spin up / spin down)**: 5.72 / 7.32 eV
**DFT total energy**: -7961.5328 Eh
**Maximum force**: 0.035 hartree/bohr
**LUMO (spin up / spin down)**: 0.151 / 0.151 Eh


Entry 2:
Here is 2 unconnected molecules or ions with the total composition C2H4BrNS from the OMol25 dataset. Energies are from ωB97M-V/def2-TZVPD.

```
! wB97M-V def2-TZVPD RIJCOSX def2/J DEFGRID3
* xyz 0 1
C -2.2059 0.3581 -0.2188
C 0.0547 -0.4115 0.1778
N -0.9204 0.5699 -0.1286
S -3.5903 2.4524 0.0351
Br -2.9895 -1.2897 0.0107
H 0.8111 -0.6464 -0.4689
H 0.5472 -0.2813 1.1834
H -0.6181 -1.3295 0.5483
H -0.5687 1.4931 -0.4535
*
```

## Properties
**HOMO-LUMO gap (spin up / spin down)**: 7.14 / 7.13 eV
**DFT total energy**: -3105.3969 Eh
**Maximum force**: 0.128 hartree/bohr
**LUMO (spin up / spin down)**: -0.032 / -0.032 Eh


Entry 3:
Here is a gas-phase ion, C3H9N4 (charge +1) from the OMol25 dataset. Energies are from ωB97M-V/def2-TZVPD.

```
! wB97M-V def2-TZVPD RIJCOSX def2/J DEFGRID3
* xyz 1 1
C 2.1482 1.0351 -0.1500
C -1.8977 1.1212 0.0404
C -0.0535 -1.0886 0.9819
N 1.4711 -0.0245 -0.4867
N -0.6223 1.0610 0.0781
N -0.5316 -0.9485 -1.1956
N 0.1158 -0.1398 -0.2023
H 3.2855 1.1295 -0.2753
H 1.6302 1.7692 0.4999
H -2.1687 2.0884 0.4487
H -2.4835 0.2515 -0.0596
H -1.0732 -1.4677 0.9368
H 0.8409 -1.8899 0.9390
H 0.0420 -0.4267 1.7134
H -0.2665 -1.9063 -1.1572
H -0.4365 -0.5638 -2.1115
*
```

## Properties
**HOMO-LUMO gap**: 11.54 eV
**DFT total energy**: -338.2961 Eh
**Maximum force**: 0.088 hartree/bohr
**Structure (SMILES)**: C=N[N+](C)(N)N=C
**LUMO**: -0.143 Eh


Entry 4:
Here is a single C4H5NO molecule from the OMol25 dataset. Energies are from ωB97M-V/def2-TZVPD.

```
! wB97M-V def2-TZVPD RIJCOSX def2/J DEFGRID3
* xyz 0 1
N 3.0206 0.4525 1.1957
C 2.0635 0.3448 0.5553
C 0.8694 0.1758 -0.2696
C -0.4501 0.0256 0.4694
C -1.6192 -0.1485 -0.3869
O -0.9601 -1.2747 0.1613
H 0.8595 -0.8264 -0.7046
H 0.8636 0.9146 -1.0797
H -0.5379 0.3217 1.5136
H -2.6227 -0.0270 0.0016
H -1.4867 0.0417 -1.4561
*
```

## Properties
**HOMO-LUMO gap**: 11.78 eV
**DFT total energy**: -285.3451 Eh
**Maximum force**: 0.022 hartree/bohr
**Structure (SMILES)**: N#CC[C@H]1CO1
**LUMO**: 0.030 Eh


Entry 5:
Here is a molecular structure, C17H13CoN2O4PSe2 from the OMol25 dataset. Energies are from ωB97M-V/def2-TZVPD.

```
! wB97M-V def2-TZVPD RIJCOSX def2/J DEFGRID3
* xyz 0 2
Co 1.1518 0.0585 -1.2000
O 6.2047 1.2500 -3.5604
C 6.3111 1.4069 -2.2634
O 7.3350 1.7488 -1.7253
C 5.0952 1.1437 -1.4337
C 5.0696 1.2780 -0.0551
N 3.8382 0.9628 0.3623
N 3.0522 0.6291 -0.6645
C 3.7894 0.7327 -1.7713
C 3.1178 0.4278 -3.0919
O 3.7689 0.4924 -4.1288
O 1.8904 0.1276 -2.9995
H 5.2952 0.9554 -3.8745
H 5.8607 1.5779 0.6003
H 3.4756 0.9620 1.3055
Se -0.4318 1.6771 -0.3719
P -1.1390 -0.3087 0.2306
Se 0.3278 -1.8965 -0.1583
C -1.5259 -0.1991 2.0111
C -0.8069 -0.8991 2.9660
C -1.0410 -0.6501 4.3063
C -1.9835 0.2922 4.6809
C -2.7155 0.9778 3.7220
C -2.4860 0.7355 2.3816
C -2.7005 -0.7656 -0.5877
C -3.2654 -1.9721 -0.1901
C -4.4161 -2.4176 -0.8084
C -4.9898 -1.6621 -1.8206
C -4.4254 -0.4587 -2.2107
C -3.2713 -0.0040 -1.5953
H -0.0683 -1.6270 2.6563
H -0.4769 -1.1858 5.0545
H -2.1464 0.4972 5.7273
H -3.4521 1.7084 4.0197
H -3.0217 1.2762 1.6124
H -2.7844 -2.5520 0.5867
H -4.8591 -3.3544 -0.5065
H -5.8818 -2.0197 -2.3104
H -4.8795 0.1240 -2.9987
H -2.8155 0.9304 -1.8965
*
```

## Properties
**<S²>**: 0.79
**HOMO-LUMO gap (spin up / spin down)**: 7.21 / 8.30 eV
**DFT total energy**: -7593.1584 Eh
**Maximum force**: 0.019 hartree/bohr
**LUMO (spin up / spin down)**: -0.068 / -0.025 Eh


Entry 6:
Here is a single C3H2N4O molecule from the OMol25 dataset. Energies are from ωB97M-V/def2-TZVPD.

```
! wB97M-V def2-TZVPD RIJCOSX def2/J DEFGRID3
* xyz 0 1
C -1.5858 -0.2970 -0.2583
C 1.3462 -0.4820 0.1376
C 0.9553 0.8569 0.2178
H 2.2660 -0.7488 0.3662
H 1.1419 1.6963 1.0459
N -0.6990 -1.5400 -0.4390
N 0.6138 -1.4967 -0.4709
N -0.2719 1.4800 -0.3626
N -1.2729 0.9832 -0.8155
O -2.4937 -0.4518 0.5788
*
```

## Properties
**HOMO-LUMO gap**: 7.53 eV
**DFT total energy**: -409.5641 Eh
**Maximum force**: 0.131 hartree/bohr
**Structure (SMILES)**: O=c1nnccnn1
**LUMO**: -0.076 Eh


Entry 7:
Here is 2 unconnected molecules or ions with the total composition C5H8O2 from the OMol25 dataset. Energies are from ωB97M-V/def2-TZVPD.

```
! wB97M-V def2-TZVPD RIJCOSX def2/J DEFGRID3
* xyz 0 1
C -1.3751 0.1396 0.9659
C -1.4295 -0.0097 -0.5272
O -0.4683 0.6330 -1.2950
C 0.7543 0.7092 -0.6590
C 1.2677 -0.4849 -0.2216
O 0.4387 -1.4924 0.1066
C -0.9156 -1.1422 0.2919
H -0.6478 0.8071 1.4189
H -2.3259 0.0992 1.4846
H -2.3620 -0.0697 -1.0696
H 0.9118 1.6783 -0.2052
H 2.5803 1.1822 -0.5839
H 2.2860 -0.8495 -0.2775
H 2.8132 0.9170 0.0904
H -1.4795 -2.0499 0.4438
*
```

## Properties
**HOMO-LUMO gap**: 9.11 eV
**DFT total energy**: -345.6064 Eh
**Maximum force**: 0.022 hartree/bohr
**Structure (SMILES)**: C1=CO[C@@H]2C[C@@H]2O1.[H][H]
**LUMO**: 0.033 Eh


Entry 8:
Here is a single C7H7NO molecule from the OMol25 dataset. Energies are from ωB97M-V/def2-TZVPD.

```
! wB97M-V def2-TZVPD RIJCOSX def2/J DEFGRID3
* xyz 0 1
C 2.6327 0.7078 0.1512
C 1.7380 -0.5461 -0.1103
C 0.2531 -0.4111 -0.0574
C -0.3544 0.8029 -0.1140
C -1.7698 0.8710 -0.1085
C -2.4935 -0.2920 -0.0196
C -1.8082 -1.5085 0.0751
H 2.4357 1.2100 -0.7639
H 2.1988 1.1950 0.7801
H 3.6342 0.1441 0.2689
H -0.0686 1.8781 -0.0692
H -2.3039 1.8811 -0.1056
H -3.7099 -0.1427 0.1950
H -2.2351 -2.6302 -0.0026
N -0.4291 -1.5727 0.0158
O 2.2799 -1.5867 -0.1349
*
```

## Properties
**HOMO-LUMO gap**: 9.64 eV
**DFT total energy**: -400.8297 Eh
**Maximum force**: 0.235 hartree/bohr
**Structure (SMILES)**: CC(=O)c1ccccn1
**LUMO**: 0.007 Eh